{
  "formula": "C2H4N4",
  "method": "ωB97M-V with the def2-TZVPD basis set",
  "homo_lumo_gap_ev": 8.67,
  "energy_ev": -8095.433,
  "homo_energy_ha": -0.314,
  "de_lowest_kj_mol": 374.4,
  "total_charge": 0,
  "elements": ["C", "N", "N", "C", "N", "N", "H", "H", "H", "H"],
  "xyz": [[0.048, -0.338, -1.306], [-1.228, -0.259, -0.582], [-1.309, -0.275, 0.657], [-0.200, -0.101, 1.510], [0.660, 0.811, 1.147], [1.242, 1.639, 0.630], [0.897, -0.735, -0.733], [0.332, 0.628, -1.740], [-0.169, -1.010, -2.139], [-0.273, -0.360, 2.556]],
  "atomic_forces_ev_per_a": [[0.08, -0.06, -0.03], [-0.13, -0.24, 0.25], [-0.03, 0.07, -0.35], [0.11, 0.02, 0.06], [0.54, 0.86, -0.68], [-0.40, -0.81, 0.70], [-0.23, 0.06, 0.05], [-0.09, -0.05, 0.17], [0.11, 0.10, 0.04], [0.05, 0.06, -0.21]],
  "lowdin_charge": [-0.15, -0.06, -0.02, -0.20, -0.11, 0.23, 0.06, 0.07, 0.07, 0.10]
}